Formula: C27H53N10ReTe
Source: the OMol25 dataset
Level of theory: the ωB97M-V functional and the def2-TZVPD basis

Geometry (Å):
Re -0.0146 0.3616 -0.4234
C -4.7293 -2.7910 -0.9518
N -3.9610 -1.7433 -0.2549
C -4.5981 -1.2790 0.9813
C -2.8428 -1.2284 -0.8252
N -1.7181 -0.9553 -0.1198
C -1.6886 -1.6547 1.1931
C -0.3818 -1.4355 1.8724
N -0.0030 -0.0056 1.7411
C -0.9571 0.9400 2.4020
C -1.9552 1.5136 1.4204
N -1.2604 1.8352 0.1580
C -1.6822 2.9270 -0.5415
N -2.9462 3.3351 -0.4526
C -4.0700 2.4007 -0.3103
C -3.3285 4.7576 -0.5105
N -0.8224 3.6012 -1.3154
C 0.5042 3.9654 -0.8040
C -1.2676 4.2700 -2.5426
C 1.3768 0.1888 2.2735
C 2.0263 1.2732 1.4779
N 1.9184 0.8409 0.0596
C 3.0974 0.6425 -0.6254
N 4.1719 1.3845 -0.3719
C 4.0905 2.8080 -0.0131
C 5.5430 0.8477 -0.4668
N 3.1389 -0.3118 -1.5691
C 2.5657 -1.6494 -1.3496
C 4.0692 -0.2382 -2.7103
N -2.9191 -1.0373 -2.1518
C -4.1832 -0.6706 -2.7955
C -1.9109 -1.5207 -3.0749
H -4.9252 -3.5960 -0.2446
H -4.1551 -3.1995 -1.7776
H -5.6847 -2.4150 -1.3173
H -5.6743 -1.2715 0.8142
H -4.3019 -0.2620 1.2200
H -4.4010 -1.9327 1.8308
H -1.8430 -2.7273 1.0666
H -2.4729 -1.3031 1.8551
H 0.4089 -2.0217 1.4046
H -0.4415 -1.7412 2.9205
H -0.3713 1.7504 2.8308
H -1.4719 0.4385 3.2233
H -2.3770 2.4186 1.8574
H -2.7629 0.8189 1.2474
H -3.7600 1.3980 -0.6017
H -4.8608 2.7243 -0.9863
H -4.4733 2.3921 0.7023
H -2.4510 5.3928 -0.4461
H -3.9728 4.9710 0.3418
H -3.8780 4.9787 -1.4250
H 0.4229 4.5708 0.1011
H 1.0102 4.5536 -1.5661
H 1.1090 3.0861 -0.5976
H -2.2560 3.9144 -2.8221
H -0.5738 4.0185 -3.3430
H -1.2910 5.3552 -2.4361
H 1.9268 -0.7390 2.1233
H 1.3633 0.4001 3.3444
H 3.0570 1.3859 1.8060
H 1.5227 2.2330 1.6114
H 3.0635 3.1511 -0.0385
H 4.6683 3.3850 -0.7351
H 4.5108 2.9819 0.9771
H 5.5260 -0.2378 -0.4600
H 6.0923 1.1866 0.4103
H 6.0623 1.2070 -1.3548
H 1.7553 -1.6226 -0.6232
H 3.3329 -2.3327 -0.9816
H 2.1767 -2.0368 -2.2886
H 4.3767 0.7907 -2.8751
H 3.5397 -0.5851 -3.5969
H 4.9455 -0.8702 -2.5662
H -4.8878 -0.2858 -2.0613
H -4.6374 -1.5152 -3.3188
H -3.9801 0.1098 -3.5312
H -0.9991 -1.7759 -2.5464
H -1.7040 -0.7643 -3.8157
H -2.2875 -2.4093 -3.5927
Te 0.6804 1.0750 -2.8469
C 0.3543 0.3083 -4.7646
C 0.0627 1.3074 -5.6887
C -0.1086 0.9565 -7.0234
C 0.0592 -0.3625 -7.4236
C 0.4034 -1.3428 -6.4974
C 0.5518 -1.0142 -5.1590
H -0.0274 2.3458 -5.3884
H -0.3548 1.7209 -7.7496
H -0.0568 -0.6262 -8.4670
H 0.5688 -2.3642 -6.8200
H 0.8347 -1.7820 -4.4473

Computed properties:
Orbital gap (alpha / beta) ... 0.24685 / 0.23087 hartree
Energy ... -1953.5358 a.u.
⟨S²⟩ ... 0.95
Net charge ... +3
2S+1 ... 2
Energy above the lowest of the compared OMol25 structures with the same formula, charge and spin ... 16.6 kcal per mole
LUMO (alpha / beta) ... -8.85 / -9.58 eV